[1]
{"formula": "C2H15N2O4", "method": "ωB97M-V/def2-TZVPD", "e_tot_ha": -495.2286, "lumo_energy_ev": -9.13, "gap_ev": 3.338, "charge": 1, "e_homo_ha": -0.4583, "symbols": ["C", "C", "N", "N", "H", "H", "H", "H", "H", "H", "H", "H", "H", "O", "H", "H", "O", "H", "H", "O", "H", "H", "O"], "xyz": [[0.227, -1.924, -0.559], [1.472, -1.273, -0.490], [1.753, -0.217, -1.186], [-3.823, -0.230, 1.372], [-0.537, -1.688, -1.304], [2.305, -1.636, 0.105], [2.586, 0.290, -0.801], [0.901, 0.325, -1.403], [-4.114, -1.035, 0.862], [-4.470, 0.526, 1.221], [-3.834, -0.472, 2.368], [-0.066, 2.250, -1.419], [0.420, 1.473, 0.559], [-0.192, 1.458, -0.883], [-1.182, 0.431, -1.529], [-2.277, -0.381, -2.400], [-1.687, -0.423, -1.642], [0.063, -2.723, 0.159], [0.524, 1.644, 2.157], [1.032, 1.452, 1.368], [2.855, 0.874, 1.342], [4.423, 0.675, 1.318], [3.621, 0.604, 0.786]]}

***

[2]
{"formula": "C5H5N2O", "method": "ωB97M-V/def2-TZVPD", "smiles": "O=C1C[C@@H]2N=CC=[N+]12", "e_tot_ha": -377.8804, "lumo_energy_ev": -6.47, "gap_ev": 9.086, "charge": 1, "e_homo_ha": -0.5718, "symbols": ["C", "C", "C", "C", "C", "N", "N", "O", "H", "H", "H", "H", "H"], "xyz": [[-0.901, 0.532, 0.163], [-0.639, -1.805, -0.331], [0.241, -0.982, -1.149], [1.019, 1.364, -0.145], [0.243, 1.117, 1.076], [-1.247, -1.155, 0.555], [0.057, 0.274, -0.903], [1.990, 1.815, -0.592], [-0.558, -2.906, -0.313], [0.891, -1.414, -1.893], [0.527, 0.318, 1.673], [-1.925, 0.837, 0.032], [0.301, 2.005, 1.825]]}

***

[3]
{"formula": "CH6BN", "method": "ωB97M-V/def2-TZVPD", "e_tot_ha": -121.2183, "lumo_energy_ev": 0.56, "gap_ev": 10.451, "e_homo_ha": -0.3636, "symbols": ["B", "C", "N", "H", "H", "H", "H", "H", "H"], "xyz": [[0.887, -0.332, -0.534], [0.104, -0.599, 0.774], [1.703, 0.457, -1.269], [-2.187, 0.613, -0.831], [0.575, -1.334, 1.535], [-1.069, -0.846, 0.738], [0.021, 0.330, 1.155], [-1.995, 0.388, -0.003], [1.961, 1.322, -1.565]]}

***

[4]
{"formula": "C5H16IN2O5", "method": "ωB97M-V/def2-TZVPD", "e_tot_ha": -983.5407, "lumo_energy_ev": 2.27, "gap_ev": 5.812, "charge": -1, "e_homo_ha": -0.1303, "symbols": ["I", "C", "C", "O", "O", "H", "H", "H", "H", "H", "H", "C", "C", "O", "O", "H", "H", "H", "H", "H", "H", "C", "O", "N", "N", "H", "H", "H", "H"], "xyz": [[-2.310, 1.073, 3.714], [4.133, 2.746, 3.686], [4.463, 3.170, 5.164], [3.265, 3.107, 5.875], [3.260, 3.605, 2.940], [3.798, 1.710, 3.630], [5.100, 2.729, 3.183], [4.917, 4.144, 5.349], [5.182, 2.456, 5.564], [2.563, 3.094, 5.220], [2.335, 3.376, 3.052], [-0.199, 1.015, -4.916], [-0.082, 1.067, -3.408], [-1.078, 1.931, -2.781], [-1.379, 0.416, -5.349], [0.568, 0.384, -5.366], [-0.169, 2.042, -5.280], [0.842, 1.430, -2.958], [-0.226, 0.050, -3.043], [-1.106, 1.631, -1.870], [-1.594, -0.400, -4.891], [-4.325, -4.784, -1.283], [-4.384, -4.046, -2.261], [-3.987, -4.414, -0.048], [-4.134, -6.014, -1.452], [-3.755, -5.107, 0.648], [-3.582, -3.506, 0.129], [-4.396, -6.201, -2.409], [-3.720, -6.704, -0.841]]}

***

[5]
{"formula": "C5H11O2", "method": "ωB97M-V/def2-TZVPD", "e_tot_ha": -347.6422, "lumo_energy_ev": 3.80, "gap_ev": 7.674, "charge": -1, "e_homo_ha": -0.1424, "symbols": ["C", "C", "H", "H", "H", "H", "H", "H", "C", "C", "C", "O", "O", "H", "H", "H", "H", "H"], "xyz": [[-1.318, -0.621, -2.758], [-0.214, 0.253, -3.337], [-0.957, -1.260, -1.957], [-2.141, -0.014, -2.390], [-1.681, -1.325, -3.519], [0.722, -0.269, -3.492], [-0.013, 1.107, -2.680], [-0.542, 0.725, -4.270], [0.324, 0.470, 2.017], [0.317, 0.556, 3.539], [1.223, -0.700, 1.486], [0.853, -1.216, 0.404], [2.235, -0.973, 2.170], [-0.661, 0.291, 1.571], [0.736, 1.353, 1.529], [-0.066, -0.387, 3.946], [-0.186, 1.454, 3.907], [1.370, 0.556, 3.835]]}

***

[6]
{"formula": "C4H13N2O2", "method": "ωB97M-V/def2-TZVPD", "e_tot_ha": -420.0512, "lumo_energy_ev": [0.29, 0.25], "spin_multiplicity": 2, "gap_ev": [3.472, 8.469], "e_homo_ha": [-0.1169, -0.3019], "symbols": ["O", "C", "N", "C", "N", "C", "C", "H", "H", "H", "H", "H", "H", "H", "H", "H", "H", "H", "H", "H", "O"], "xyz": [[0.366, -1.904, 1.298], [1.054, -1.650, 0.254], [2.189, -2.461, -0.101], [0.620, -0.449, -0.598], [-0.864, -0.485, -0.404], [-1.539, 0.731, -0.893], [1.365, 0.799, -0.218], [2.614, -2.670, 0.794], [2.924, -2.089, -0.690], [0.775, -0.786, -1.661], [-1.131, -1.370, -0.924], [-1.120, -0.778, 0.595], [-1.313, 1.210, -1.844], [-2.641, 0.701, -0.989], [-1.354, 1.533, -0.187], [2.434, 0.669, -0.045], [1.370, 1.611, -0.930], [1.023, 1.173, 0.766], [-2.411, 2.809, 1.883], [-2.074, 1.490, 2.367], [-2.289, 1.917, 1.525]]}